## one
DFT (ωB97M-V/def2-TZVPD) results for a cluster of 2 separate species, C6H14N2O2 in total.

Orbital gap (eV): 9.633
SMILES: CNC(C)=O.CNC(C)=O
HOMO level (Eh): -0.3317
2S+1: 1

```
24
Properties=species:S:1:pos:R:3:nbo_charge:R:1
C 2.0914 1.9669 0.4300 -0.44
N 1.7898 0.6992 -0.2661 -0.64
C 2.7086 -0.2981 -0.3125 0.67
C 2.2276 -1.5935 -0.9444 -0.70
O 3.8464 -0.1578 0.1462 -0.66
H 3.1261 1.8928 0.8732 0.25
H 2.0343 2.8487 -0.2592 0.19
H 1.4098 2.2314 1.2441 0.19
H 0.8769 0.5792 -0.6557 0.43
H 2.9902 -1.9757 -1.6299 0.24
H 1.2824 -1.3943 -1.4563 0.22
H 2.1380 -2.3130 -0.1126 0.23
C -3.5642 0.6338 -0.7881 -0.44
N -2.9192 -0.3151 0.1629 -0.60
C -1.5788 -0.2972 0.1869 0.69
C -0.9016 -1.0555 1.3412 -0.72
O -0.9756 0.3379 -0.6662 -0.67
H -2.8106 1.0326 -1.4683 0.25
H -4.2882 0.0284 -1.3689 0.20
H -4.0531 1.4930 -0.2401 0.20
H -3.4005 -0.7382 0.8837 0.39
H -1.5582 -1.2661 2.1969 0.22
H -0.1215 -0.3973 1.6594 0.25
H -0.3501 -1.9422 1.0438 0.24
```

***

## two
DFT (ωB97M-V/def2-TZVPD) results for a cluster of 2 separate species, C6H14N2O2 in total.

Orbital gap (eV): 9.454
SMILES: CNC(C)=O.CNC(C)=O
HOMO level (Eh): -0.3257
2S+1: 1

```
24
Properties=species:S:1:pos:R:3:nbo_charge:R:1
C -2.2735 -2.6834 -0.3496 -0.42
N -0.8607 -3.0591 -0.2520 -0.61
C 0.1011 -2.1088 -0.3772 0.67
C 1.5163 -2.6197 -0.3891 -0.71
O -0.1607 -0.9178 -0.4389 -0.65
H -2.6464 -3.0334 -1.3149 0.19
H -2.8086 -3.2410 0.4156 0.20
H -2.3326 -1.6071 -0.3078 0.25
H -0.6187 -4.0131 -0.4737 0.39
H 2.2471 -1.8187 -0.3710 0.24
H 1.7014 -3.3884 0.3668 0.23
H 1.6549 -3.2152 -1.2982 0.23
C 0.1521 2.0079 -1.5072 -0.41
N 0.7444 1.8298 -0.2014 -0.61
C 0.2418 2.4992 0.8712 0.67
C 0.9947 2.2943 2.1509 -0.72
O -0.6605 3.3075 0.7338 -0.63
H -0.2528 3.0033 -1.6267 0.23
H 0.9448 1.7900 -2.2309 0.19
H -0.5935 1.2393 -1.7053 0.20
H 1.3298 1.0233 -0.0852 0.40
H 1.9904 2.7171 2.0814 0.23
H 0.4601 2.7089 3.0139 0.24
H 0.9424 1.2634 2.5055 0.23
```

***

Of them, the most stable is one and the least stable is two.

***

## one
DFT (ωB97M-V/def2-TZVPD) results for the molecule C3H4N2O.

Orbital gap (eV): 11.760
SMILES: [H]/N=C/OCC#N
HOMO level (Eh): -0.4013
2S+1: 1

```
10
Properties=species:S:1:pos:R:3:nbo_charge:R:1
H -1.2231 -2.1253 -0.0911 0.37
N -0.7297 -1.2730 0.0904 -0.73
C -1.3201 -0.2029 -0.2089 0.41
O -0.6608 0.9442 0.0470 -0.48
C 0.6799 0.6539 0.5557 -0.20
C 1.5881 0.4393 -0.5795 0.26
N 2.2848 0.2991 -1.4912 -0.30
H -2.3113 -0.0642 -0.6592 0.18
H 0.9166 1.5553 1.0993 0.23
H 0.7893 -0.2110 1.2309 0.27
```

***

## two
DFT (ωB97M-V/def2-TZVPD) results for the molecule C3H4N2O.

Orbital gap (spin up / spin down) (eV): 8.265 / 7.027
HOMO level (spin up / spin down) (Eh): -0.3339 / -0.3224
2S+1: 1

```
10
Properties=species:S:1:pos:R:3:nbo_charge:R:1
N 1.4414 -0.3140 0.7075 -0.80
C 0.4208 0.5693 0.2590 0.25
N 0.5539 1.5980 -0.4912 -0.12
O -0.9835 0.8253 -1.7144 -0.37
C -1.3765 -0.1105 -0.9200 0.19
C -0.7495 -0.2467 0.2653 -0.36
H 1.4371 -0.5001 1.6995 0.39
H 2.3242 -0.0479 0.3250 0.39
H -2.2162 -0.7730 -1.1572 0.20
H -0.8517 -1.0004 1.0265 0.23
```

***

Of them, the most stable is one and the least stable is two.

***

## one
DFT (ωB97M-V/def2-TZVPD) results for the molecule C3H4N2O.

Orbital gap (eV): 8.914
SMILES: NC1=C[C@@H]1N=O
HOMO level (Eh): -0.3186
2S+1: 1

```
10
Properties=species:S:1:pos:R:3:nbo_charge:R:1
N 1.5358 -0.3724 -0.6220 -0.80
C 0.3065 0.1652 -0.3681 0.22
C -0.5523 1.1380 -0.3108 -0.26
C -1.0932 -0.2222 -0.0253 -0.21
N -1.3211 -0.6994 1.3529 0.15
O -0.2851 -0.8154 1.9628 -0.31
H 1.8811 -0.9550 0.1308 0.40
H 2.2342 0.2760 -0.9578 0.39
H -0.8597 2.1563 -0.4794 0.23
H -1.8461 -0.6711 -0.6831 0.19
```

***

## two
DFT (ωB97M-V/def2-TZVPD) results for a cluster of 2 separate species, C3H4N2O in total.

Orbital gap (eV): 9.305
HOMO level (Eh): -0.3183
2S+1: 1

```
10
Properties=species:S:1:pos:R:3:nbo_charge:R:1
O 0.6974 0.6378 -1.9851 -0.67
C 0.4302 -0.2397 -1.0246 0.35
C 0.2920 -1.2925 -0.3881 -0.47
C -0.2150 -0.5431 1.6677 0.05
N -0.3107 0.6426 1.4006 -0.11
N -0.2573 1.3469 0.3595 -0.46
H 1.0476 0.1731 -2.7565 0.49
H 0.2723 -2.3469 -0.1956 0.25
H -0.7783 -1.1000 2.4034 0.21
H 0.1933 2.2429 0.5483 0.36
```

***

## three
DFT (ωB97M-V/def2-TZVPD) results for the molecule C3H4N2O.

Orbital gap (eV): 10.845
SMILES: [H]/N=C/OCC#N
HOMO level (Eh): -0.3722
2S+1: 1

```
10
Properties=species:S:1:pos:R:3:nbo_charge:R:1
H 2.3823 0.9523 0.2482 0.37
N 1.4393 0.6513 0.0488 -0.71
C 1.2551 -0.5719 0.2891 0.40
O 0.0162 -1.1239 0.1214 -0.48
C -0.8560 -0.2183 -0.5134 -0.18
C -2.1145 0.1946 0.1083 0.19
N -3.0678 0.5243 0.6865 -0.32
H 1.9806 -1.3061 0.6544 0.18
H -0.4688 -0.0127 -1.5037 0.25
H -0.7873 0.9242 -0.0639 0.30
```

***

## four
DFT (ωB97M-V/def2-TZVPD) results for a cluster of 2 separate species, C3H4N2O in total.

Orbital gap (eV): 8.665
HOMO level (Eh): -0.2952
2S+1: 1

```
10
Properties=species:S:1:pos:R:3:nbo_charge:R:1
C 0.9400 -0.6273 0.3881 -0.04
C -1.1552 -2.0848 -1.6387 0.86
C -0.9779 0.9323 0.2953 -0.29
N 0.0841 0.2469 0.3938 -0.27
N -0.9383 -3.0502 -0.9982 -0.76
O -1.4789 -1.2947 -2.3972 -0.54
H 1.9313 -0.4709 0.4489 0.18
H -1.2504 1.6388 1.0990 0.21
H -1.4705 0.8495 -0.6660 0.21
H -0.4562 -3.6744 -0.4649 0.43
```

***

Of them, the most stable is three and the least stable is two.

***

## one
DFT (ωB97M-V/def2-TZVPD) results for a cluster of 2 separate species, C4H13N3 in total.

Orbital gap (eV): 9.554
Total charge: +2
HOMO level (Eh): -0.6363
2S+1: 1

```
20
Properties=species:S:1:pos:R:3:nbo_charge:R:1
C -0.0267 1.2040 1.8777 -0.24
C -0.4475 0.8295 0.3673 -0.45
C 0.9881 0.5096 -0.2752 -0.03
N 0.5832 -3.0601 -1.9481 -0.72
C 0.2525 -1.9004 -2.4988 0.39
N 0.4452 -0.6722 -1.8402 -0.73
N -1.3253 1.7410 2.4421 -0.69
H 0.4123 0.3573 2.5123 0.27
H 0.6883 2.0860 1.7073 0.25
H -1.0639 -0.0708 0.3176 0.25
H -0.9518 1.6262 -0.0501 0.23
H 1.5419 -0.2353 0.3376 0.23
H 1.5812 1.2603 -0.9378 0.28
H 0.2331 -4.0039 -2.3719 0.46
H 1.2043 -3.1704 -1.1065 0.45
H -0.0829 -1.8781 -3.6381 0.26
H 1.0667 -0.2115 -2.5951 0.40
H -1.7227 2.4904 1.8638 0.45
H -1.2391 2.1265 3.3713 0.46
H -2.1366 0.9720 2.4649 0.47
```

***

## two
DFT (ωB97M-V/def2-TZVPD) results for the ion C4H13N3 with charge +2.

Orbital gap (eV): 12.287
Total charge: +2
SMILES: CC[N@H+](C)/[NH+]=C\N
HOMO level (Eh): -0.7494
2S+1: 1

```
20
Properties=species:S:1:pos:R:3:nbo_charge:R:1
C -1.9239 -0.4949 0.6246 -0.66
C -0.8395 0.4156 1.0507 -0.20
N 0.4153 -0.1810 0.4859 -0.19
C 1.4589 -0.6812 1.3912 -0.45
N 0.8786 0.7481 -0.4432 -0.38
C 0.6754 0.9594 -1.7167 0.41
N 0.0036 0.2823 -2.5381 -0.68
H -2.4809 -0.2505 -0.3394 0.26
H -2.6763 -0.4335 1.4436 0.30
H -1.5582 -1.4874 0.5387 0.20
H -0.6076 0.2215 2.0376 0.23
H -0.8752 1.4352 0.7925 0.25
H 0.0335 -1.0530 0.0400 0.46
H 2.1568 -1.2803 0.7590 0.26
H 2.0044 0.0977 1.9892 0.28
H 0.9351 -1.4089 2.0165 0.27
H 1.5658 1.4074 -0.1517 0.45
H 1.1119 1.8745 -1.9491 0.26
H -0.0595 0.5395 -3.5528 0.48
H -0.2183 -0.7105 -2.4783 0.45
```

***

Of them, the most stable is two and the least stable is one.